Molecular formula: C2H3I2P
Method: DFT, wB97M-V/def2-TZVPD

total energy: -1014.68141 Ha
energy relative to the best compared isomer or geometry (same formula, charge and spin): 38.6 kcal/mol
gap between HOMO and LUMO: 8.8 eV

Structure (XYZ):
```
8
Properties=species:S:1:pos:R:3:forces:R:3:lowdin_charge:R:1
C 0.1144 -0.5032 2.0857 -1.5 1.3 -0.5 -0.040
C 1.2509 -0.7660 1.8170 -0.1 -0.1 0.5 -0.016
P -0.5422 0.8430 -2.6555 -0.6 0.1 -1.3 -0.223
I -0.8258 2.2398 -0.7742 0.0 0.7 0.8 0.257
I -1.9832 -1.0166 -2.1161 -0.3 -0.4 0.0 0.217
H -0.8797 -0.0100 2.1209 1.3 -1.0 0.2 0.034
H 0.5838 0.1951 -2.2265 0.9 -0.4 0.5 -0.237
H 2.2819 -0.9820 1.7486 0.3 -0.2 -0.2 0.009
```
Positions in Å, forces in eV/Å.